Below is a cluster of 34 separate species, H68O34 in total, with properties calculated with ωB97M-V with the def2-TZVPD basis set.

Summary:
Energy above the lowest of the compared OMol25 structures with the same formula, charge and spin, kcal/mol: 20.4
LUMO energy, hartree: -0.0042
Highest occupied orbital energy, eV: -10.7
HOMO-LUMO gap, eV: 10.632

Geometry as ORCA input:
```
! wB97M-V def2-TZVPD RIJCOSX def2/J DEFGRID3
* xyz 0 1
O -2.50903 -5.38987 3.66102
H -2.32373 -5.43127 4.62995
H -2.14846 -4.50109 3.33450
O 2.31312 -3.21900 -1.85200
H 1.71820 -3.83289 -1.39393
H 2.10217 -3.22402 -2.80959
O 1.23926 -3.91076 -4.30603
H 0.39027 -4.16407 -3.84299
H 1.40524 -4.58790 -5.00687
O -0.09196 -4.37254 -0.26377
H -0.16693 -3.47892 0.20494
H -0.14136 -4.97240 0.42694
O 0.38660 0.86569 3.96817
H 0.71632 1.11777 3.06281
H 1.03876 0.18791 4.16013
O -0.90934 -6.63574 1.42438
H -1.46999 -6.11782 1.97747
H -1.32437 -6.76091 0.59933
O 2.62742 -2.10790 4.45372
H 1.81184 -2.30522 3.98387
H 3.32697 -2.54605 3.89995
O -0.85324 1.68885 -4.02526
H -0.03293 2.18549 -4.21389
H -0.54227 0.74837 -4.01605
O -0.95502 -3.98713 -2.94088
H -0.73264 -4.42921 -2.09076
H -1.51349 -3.20212 -2.78369
O 0.76800 -1.81751 2.03221
H 1.67261 -2.13854 1.81407
H 0.73729 -0.93551 1.59462
O 0.05441 -0.27234 -0.66433
H -0.29656 -0.76340 -1.41440
H 0.26685 0.68420 -0.82318
O 1.87784 2.87704 -4.49808
H 2.58464 3.26205 -3.94231
H 1.53470 3.61030 -5.00324
O 3.18935 3.82078 -2.30286
H 3.09337 4.70825 -1.90719
H 4.01748 3.36803 -1.94300
O 2.05732 6.34703 1.48065
H 1.27080 6.34544 2.04144
H 2.33185 7.21235 1.35578
O -2.35342 -0.08883 3.10613
H -2.54245 -1.00811 2.92111
H -1.56090 -0.06433 3.67755
O -0.31539 3.39072 4.73450
H 0.13499 2.47658 4.75516
H -1.24196 3.17586 4.81118
O -3.07232 0.89474 -1.82754
H -2.38912 1.18104 -1.20369
H -2.70789 1.29808 -2.63515
O 1.79208 6.08159 -1.29396
H 0.95550 5.63890 -1.50244
H 1.94030 6.09026 -0.31961
O -3.26648 5.43603 2.20063
H -3.62395 4.70976 1.66249
H -3.37661 6.21645 1.65875
O -3.47457 -3.69728 -0.16264
H -4.06787 -4.07944 0.54410
H -3.21251 -4.40480 -0.70340
O -2.55809 -1.97408 -2.03796
H -2.57586 -1.05968 -1.98860
H -2.89287 -2.30143 -1.23510
O 3.15859 -2.65632 0.96327
H 3.29254 -3.49745 0.52369
H 3.23284 -1.90838 0.35646
O 2.75650 -0.09669 -4.34386
H 3.14307 -0.05546 -3.46057
H 2.58915 0.83617 -4.61347
O 3.05351 -0.63351 -1.64279
H 2.10998 -0.61708 -1.41232
H 3.22699 -1.58251 -1.75911
O -0.58292 4.88499 2.42126
H -1.54703 5.02047 2.50062
H -0.36305 4.27813 3.15711
O -1.69239 -3.16567 2.32442
H -0.86437 -2.65506 2.19994
H -2.25166 -3.37448 1.51340
O -1.72328 1.37908 0.83384
H -1.02915 0.73366 0.58274
H -1.91067 1.01395 1.74511
O -0.84877 4.19627 -0.19517
H -0.87427 4.54821 0.70594
H -1.49542 3.47550 -0.23804
O -5.03132 -4.49777 2.00608
H -5.82247 -3.94177 2.18992
H -4.55383 -4.84643 2.74776
O 1.26841 2.25195 -0.48796
H 1.81058 2.76031 -1.09278
H 0.57287 2.89052 -0.14525
O 0.14246 -1.07219 -3.62147
H 1.05199 -1.15810 -3.99302
H -0.08389 -1.99941 -3.64555
O -3.88004 3.40086 0.49765
H -3.38671 2.57962 0.28011
H -4.04257 3.83579 -0.40002
O 1.96677 0.87942 1.56604
H 1.94282 1.44991 0.72945
H 2.91393 0.79401 1.87571
O 5.10200 1.93514 -1.17904
H 4.55367 1.18557 -1.47335
H 5.98318 1.59131 -1.23989
*
```


Below is a structure of composition C26H33O4P2PdS, with properties calculated with ωB97M-V with the def2-TZVPD basis set.

Summary:
Energy above the lowest of the compared OMol25 structures with the same formula, charge and spin, kcal/mol: 0.0
LUMO energy (alpha / beta), hartree: 0.0970 / 0.0968
Highest occupied orbital energy (alpha / beta), eV: -1.6 / -4.0
Expectation value of S²: 2.0132
HOMO-LUMO gap (alpha / beta), eV: 4.255 / 6.603

Geometry as ORCA input:
```
! wB97M-V def2-TZVPD RIJCOSX def2/J DEFGRID3
* xyz -1 3
Pd 10.80390 8.96544 9.59731
O 11.42206 10.29371 12.05562
S 10.11105 9.75099 12.39102
O 9.90841 9.19484 13.69650
O 9.72998 8.71247 11.29637
C 8.98980 11.02794 11.90647
C 8.45264 11.66640 13.00143
C 7.61806 12.77533 12.79936
C 7.37148 13.27558 11.53718
C 7.95319 12.62659 10.43300
C 8.80680 11.53165 10.59800
P 9.50286 10.76392 9.13170
C 8.09966 10.48111 8.03623
C 8.35710 10.42457 6.66609
C 7.32128 10.15574 5.76364
C 6.01880 10.08454 6.23668
C 5.76662 10.16636 7.59888
C 6.78106 10.45617 8.50103
C 10.53980 12.02725 8.34883
C 11.88829 12.07802 8.72817
C 12.64836 13.21083 8.42114
C 12.02454 14.26837 7.76966
C 10.72116 14.20258 7.31910
C 9.95571 13.06530 7.62020
H 8.66351 11.29669 14.01452
H 7.15500 13.23474 13.66154
H 6.75828 14.14353 11.39140
H 7.70887 12.94607 9.42389
H 9.35170 10.63646 6.27379
H 7.53374 10.06103 4.68581
H 5.19638 9.92758 5.54250
H 4.75558 9.96650 7.97881
H 6.56200 10.58276 9.55402
H 12.33985 11.28137 9.30645
H 13.72947 13.21917 8.66407
H 12.55587 15.21635 7.60349
H 10.32918 15.04495 6.76456
H 8.90993 13.04977 7.31324
C 11.22073 7.93938 5.99811
C 12.01643 7.64605 7.28304
C 11.32695 6.48598 8.00205
C 13.50759 7.27483 7.05279
C 11.89018 8.95516 8.02284
H 11.32934 7.03492 5.36590
H 11.56125 8.80423 5.43917
H 10.16710 8.03755 6.23231
H 11.50928 5.53797 7.44534
H 10.24141 6.70205 8.04308
H 11.71797 6.34763 9.01187
H 13.57130 6.39723 6.42247
H 14.00996 7.01502 7.97979
H 14.06694 8.08799 6.54998
H 12.69744 9.65015 7.77288
C 8.12097 5.53089 10.68503
P 7.22118 6.75015 9.68808
C 5.93733 5.88969 8.73045
C 6.36135 7.82876 10.86933
O 8.17293 7.49061 8.79840
H 7.46508 4.92821 11.30532
H 8.85516 6.07505 11.29032
H 8.67159 4.88085 10.00442
H 5.34119 5.22297 9.33420
H 6.40764 5.32578 7.94049
H 5.29255 6.63375 8.26459
H 5.60180 7.28211 11.41864
H 5.82789 8.59166 10.30290
H 7.07092 8.33217 11.52662
*
```


Below is the ion C4H6NO2 with charge +1, with properties calculated with ωB97M-V with the def2-TZVPD basis set.

Summary:
Energy above the lowest of the compared OMol25 structures with the same formula, charge and spin, kcal/mol: 103.5
Structure (SMILES): CC(=O)C(C)=[N+]=O
LUMO energy, hartree: -0.2726
Highest occupied orbital energy, eV: -16.0
HOMO-LUMO gap, eV: 8.626

Geometry as ORCA input:
```
! wB97M-V def2-TZVPD RIJCOSX def2/J DEFGRID3
* xyz 1 1
C -0.05272 -1.28169 1.02716
C 0.84669 -1.24880 -0.11741
O 1.23112 -1.99477 -0.90641
C 1.44769 0.18688 -0.24824
C 0.48361 1.13607 -1.17900
N 2.58224 0.38541 0.08855
O 3.68908 0.35604 0.54374
H 0.52493 -1.78972 1.78010
H -1.01124 -1.80895 0.85205
H -0.33183 -0.30354 1.49705
H 0.94262 2.14838 -1.21581
H 0.42107 0.84451 -2.23307
H -0.50752 1.12797 -0.99770
*
```


Below is a cluster of 2 separate species, CHClF2O in total, with properties calculated with ωB97M-V with the def2-TZVPD basis set.

Summary:
Energy above the lowest of the compared OMol25 structures with the same formula, charge and spin, kcal/mol: 69.7
LUMO energy (alpha / beta), hartree: -0.0293 / -0.0293
Highest occupied orbital energy (alpha / beta), eV: -10.8 / -10.8
HOMO-LUMO gap (alpha / beta), eV: 9.957 / 9.955

Geometry as ORCA input:
```
! wB97M-V def2-TZVPD RIJCOSX def2/J DEFGRID3
* xyz 0 1
C 1.53769 -0.07029 -0.28349
O 0.50633 -0.49948 0.34557
F 1.81497 1.97129 0.42154
F 1.30242 0.16612 -1.56576
Cl 2.93540 -0.78118 0.26180
H -0.37805 -0.39695 -0.02042
*
```


Below is the molecule C2H3NOS2, with properties calculated with ωB97M-V with the def2-TZVPD basis set.

Summary:
Energy above the lowest of the compared OMol25 structures with the same formula, charge and spin, kcal/mol: 28.7
Structure (SMILES): O=CN(S)C=S
LUMO energy, hartree: -0.0092
Highest occupied orbital energy, eV: -8.7
HOMO-LUMO gap, eV: 8.400

Geometry as ORCA input:
```
! wB97M-V def2-TZVPD RIJCOSX def2/J DEFGRID3
* xyz 0 1
O 0.73562 2.02320 -0.00622
C -0.32546 1.45615 -0.00034
N -0.49703 0.03890 -0.00905
S -2.12663 -0.52699 -0.06498
C 0.51715 -0.89323 -0.06342
S 2.12333 -0.67485 0.02742
H -1.30482 1.95732 0.02180
H -2.30403 -0.69073 1.25602
H 0.10576 -1.87273 -0.18118
*
```